{"formula": "C18H54O9", "method": "wB97M-V/def2-TZVPD", "homo_ev": [0.629, -6.872], "gap_ev": [1.4, 8.8], "fmax_ev_per_a": 2.24, "charge": -1, "multiplicity": 2, "relative_energy_kcal_mol": 0.0, "symbols": ["C", "C", "O", "H", "H", "H", "H", "H", "H", "C", "C", "O", "H", "H", "H", "H", "H", "H", "C", "C", "O", "H", "H", "H", "H", "H", "H", "C", "C", "O", "H", "H", "H", "H", "H", "H", "C", "C", "O", "H", "H", "H", "H", "H", "H", "C", "C", "O", "H", "H", "H", "H", "H", "H", "O", "H", "H", "C", "C", "C", "O", "H", "H", "H", "H", "H", "H", "H", "H", "C", "C", "C", "O", "H", "H", "H", "H", "H", "H", "H", "H"], "positions_angstrom": [[11.811258, -19.586994, -0.466600], [12.673905, -18.405225, -0.940469], [11.953199, -17.255468, -1.139611], [12.409600, -20.435030, -0.133571], [11.171018, -19.955685, -1.268019], [11.189426, -19.290047, 0.377936], [13.061389, -18.715032, -1.911024], [13.516316, -18.201506, -0.279455], [12.528583, -16.735018, -1.704999], [15.938769, -16.497545, -6.286802], [16.419036, -15.797679, -7.559852], [17.709532, -15.265954, -7.383394], [16.620736, -17.250063, -5.890895], [14.967276, -16.985331, -6.366595], [15.714521, -15.729662, -5.546422], [15.844790, -14.913239, -7.835748], [16.414109, -16.456942, -8.427862], [18.031193, -14.972545, -8.238996], [16.008282, -21.855910, -2.640802], [15.128506, -21.072133, -1.612794], [15.706061, -19.843400, -1.130709], [15.397029, -22.692178, -2.980121], [16.943175, -22.165762, -2.173846], [16.182367, -21.192535, -3.487994], [14.937410, -21.683000, -0.730512], [14.148433, -20.853811, -2.036923], [15.947494, -20.027320, -0.219950], [13.066595, -13.930114, -1.029864], [14.190036, -14.831658, -1.439069], [13.791695, -15.687627, -2.483859], [12.192368, -14.524960, -0.765320], [12.801449, -13.186510, -1.781434], [13.260273, -13.430858, -0.080475], [14.637804, -15.400260, -0.624024], [15.006314, -14.195339, -1.780953], [14.583871, -16.162319, -2.745978], [17.562999, -15.649233, -0.343368], [17.864635, -17.010823, 0.214175], [18.397764, -16.819075, 1.504225], [17.072751, -15.775672, -1.308648], [18.437985, -15.024893, -0.524189], [16.936060, -15.023905, 0.292255], [18.454665, -17.676101, -0.416190], [16.928473, -17.564243, 0.287921], [18.542624, -17.676960, 1.909982], [18.581073, -14.536666, -3.773254], [19.451970, -14.667079, -5.003033], [19.341364, -15.979722, -5.430172], [19.014633, -14.975622, -2.874676], [17.582184, -14.962842, -3.866545], [18.470488, -13.477034, -3.542919], [20.470082, -14.423713, -4.699161], [19.194266, -13.941789, -5.774817], [18.721248, -16.002273, -6.162668], [15.915845, -17.584967, -2.888057], [15.759802, -18.291627, -2.261548], [16.854368, -17.629266, -3.070921], [14.090440, -19.613555, -4.968603], [13.704758, -21.027988, -5.487967], [12.312290, -21.111335, -6.090936], [14.662478, -21.332803, -6.463890], [14.012556, -18.814577, -5.705943], [15.139473, -19.575385, -4.675045], [13.502256, -19.502815, -4.057634], [13.747203, -21.740654, -4.664303], [12.176130, -20.546578, -7.013228], [11.564989, -20.930200, -5.318378], [12.215188, -22.103628, -6.531426], [14.316909, -22.041579, -7.011447], [19.194197, -20.113238, -2.860691], [19.677665, -18.670241, -2.906442], [20.847268, -18.451150, -3.925738], [18.665646, -17.800241, -3.304200], [18.844528, -20.432527, -3.842460], [18.412988, -20.279104, -2.118875], [19.969659, -20.839313, -2.616601], [20.059900, -18.368070, -1.931404], [20.522038, -18.792933, -4.908343], [21.682422, -19.094924, -3.649739], [21.159498, -17.407190, -3.953463], [18.880698, -17.294527, -4.091351]], "atomic_forces_ev_per_a": [[0.122, 0.480, 0.264], [0.446, -1.940, -0.105], [-1.494, 0.890, 0.194], [0.267, 0.126, -0.024], [-0.135, 0.178, -0.063], [-0.112, 0.043, 0.017], [0.594, -0.163, -0.105], [0.158, -0.373, 0.213], [0.073, 0.736, -0.364], [-0.459, 0.766, -0.032], [-0.870, -0.189, -0.306], [1.069, -0.082, 0.220], [0.182, 0.210, -0.076], [0.078, -0.075, -0.643], [0.501, -0.048, 0.344], [-0.924, -0.293, 0.210], [-0.027, -0.316, 0.012], [0.133, 0.036, 0.016], [-1.046, 1.281, 0.927], [0.539, -0.211, -0.129], [-0.368, -0.529, -1.354], [0.228, -0.299, -0.038], [-0.082, -0.117, -0.184], [0.287, -0.155, -0.061], [0.006, -0.302, 0.003], [-0.016, 0.128, -0.227], [0.469, 0.176, 1.015], [-0.823, -0.281, 0.873], [0.858, 0.688, 0.000], [-0.524, 0.244, -0.198], [-0.234, -0.126, -0.396], [0.054, -0.128, -0.063], [0.484, 0.265, -0.107], [-0.405, -0.151, 0.332], [0.283, 0.119, -0.222], [0.475, -0.781, -0.279], [0.223, 0.430, -0.900], [-0.946, -0.031, 0.363], [0.555, 0.101, 0.313], [-0.128, 0.064, -0.040], [0.378, -0.236, 0.029], [-0.230, -0.421, 0.241], [0.568, 0.427, -0.195], [-0.394, -0.044, 0.116], [-0.035, -0.284, 0.096], [-0.171, 1.169, 0.680], [-0.396, 0.527, 1.237], [0.955, -1.380, -0.462], [0.188, -0.257, -0.224], [0.015, -0.026, -0.353], [-0.191, 0.212, 0.144], [0.312, -0.280, -0.170], [-0.256, -0.108, -0.143], [-0.217, 0.121, -0.416], [-0.845, 0.845, -0.474], [-0.115, -0.686, 0.628], [0.805, -0.106, -0.022], [-0.037, -1.359, 0.331], [0.048, 1.818, -0.232], [0.287, -0.468, -0.315], [0.670, -0.436, -0.687], [-0.697, -0.169, 0.026], [-0.001, -0.312, 0.146], [-0.066, 0.809, -0.089], [0.153, -0.056, 0.238], [0.067, 0.957, 0.431], [-0.234, 0.011, -0.352], [-0.340, -0.615, 0.585], [0.112, -0.179, -0.076], [0.076, -0.210, -0.119], [1.911, -0.211, -1.151], [-0.434, -1.060, 0.851], [-1.659, 0.314, 0.514], [-0.311, 0.185, -0.113], [-0.176, 0.283, -0.079], [0.392, 0.282, 0.195], [-0.172, 0.022, 0.257], [-0.074, 0.244, -0.157], [0.203, 0.133, 0.076], [-0.044, -0.080, -0.040], [0.464, 0.252, -0.348]], "lowdin_charge": [-0.091, -0.371, -0.077, 0.053, 0.064, 0.065, 0.082, 0.104, 0.025, -0.056, -0.293, -0.103, 0.081, 0.061, 0.077, 0.110, 0.108, 0.103, -0.110, -0.334, -0.274, 0.058, 0.049, 0.049, 0.068, 0.076, -0.013, -0.083, -0.334, -0.088, 0.069, 0.075, 0.074, 0.108, 0.106, 0.040, -0.106, -0.360, -0.148, 0.044, 0.065, 0.072, 0.091, 0.087, 0.049, -0.083, -0.323, -0.102, 0.062, 0.070, 0.074, 0.110, 0.103, 0.038, -0.057, 0.001, -0.003, -0.034, -0.502, -0.067, -0.054, 0.064, 0.058, 0.066, 0.116, 0.079, 0.083, 0.067, 0.076, -0.080, -0.480, -0.052, -0.080, 0.079, 0.052, 0.069, 0.117, 0.078, 0.070, 0.071, 0.043]}